# 1
CClNOS in the gas phase, computed with ωB97M-V/def2-TZVPD.

```
! wB97M-V def2-TZVPD RIJCOSX def2/J DEFGRID3
* xyz 0 1
C 1.10 -0.06 0.04
N 0.58 -1.15 0.03
O 1.57 0.98 -0.05
S -1.76 1.10 0.01
Cl -1.49 -0.86 -0.04
*
```

The value obtained for the HOMO energy (spin up / spin down) is -9.6992 / -9.6978 eV. The lowest unoccupied orbital energy (spin up / spin down) is -3.2 / -3.2 eV.

---

# 2
A molecular structure, C15H21AuN5S7Si, computed with ωB97M-V/def2-TZVPD.

```
! wB97M-V def2-TZVPD RIJCOSX def2/J DEFGRID3
* xyz 1 1
Au -0.14 0.00 -0.36
C 0.44 -4.86 -3.69
C 1.30 -4.08 -2.76
N 2.58 -4.13 -2.67
N 2.89 -3.21 -1.71
C 1.84 -2.58 -1.19
S 1.92 -1.39 0.03
N 0.80 -3.14 -1.85
N -0.52 -2.79 -1.67
H 1.05 -5.64 -4.15
H 0.04 -4.22 -4.47
H -0.39 -5.33 -3.16
H 3.85 -3.06 -1.44
H -1.00 -2.78 -2.55
H -0.97 -3.43 -1.02
C -5.61 1.38 2.71
Si -3.94 2.03 3.17
C -3.76 2.31 5.00
C -3.56 3.61 2.27
C -2.71 0.62 2.79
C -2.60 -0.45 3.67
C -1.69 -1.49 3.49
C -0.86 -1.44 2.40
N -0.97 -0.44 1.52
C -1.86 0.55 1.68
S -1.79 1.62 0.29
H -6.39 2.09 2.99
H -5.82 0.43 3.20
H -5.68 1.22 1.62
H -4.40 3.14 5.33
H -2.72 2.57 5.24
H -4.03 1.43 5.59
H -4.26 4.38 2.63
H -3.69 3.52 1.19
H -2.54 3.96 2.47
H -3.25 -0.48 4.54
H -1.63 -2.32 4.19
H -0.09 -2.18 2.20
C -0.48 2.83 -5.00
S 1.33 2.95 -5.04
C 1.84 2.84 -3.37
C 1.49 1.99 -2.38
S 0.44 0.61 -2.55
S 2.32 2.24 -0.86
C 3.40 3.50 -1.35
S 4.53 4.15 -0.39
S 3.10 3.99 -2.99
H -0.78 2.28 -5.89
H -0.90 3.83 -5.02
H -0.82 2.30 -4.12
*
```

The value obtained for the HOMO energy (spin up / spin down) is -9.7612 / -9.7610 eV. The lowest unoccupied orbital energy (spin up / spin down) is -5.0 / -5.0 eV.

---

# 3
C5H10S in the gas phase, computed with ωB97M-V/def2-TZVPD.

```
! wB97M-V def2-TZVPD RIJCOSX def2/J DEFGRID3
* xyz 0 1
C 1.96 1.78 0.87
C 0.48 1.33 0.54
C 0.35 0.26 -0.21
C -0.96 -0.37 -0.41
C -0.96 -2.02 -0.05
S -1.46 -0.28 -2.10
H 2.71 1.03 0.46
H 1.95 2.82 0.47
H 1.92 1.76 1.95
H -0.21 2.03 0.93
H 1.23 -0.09 -0.70
H -1.77 0.10 0.15
H -0.45 -2.26 0.89
H -1.98 -2.33 0.20
H -0.37 -2.51 -0.88
H -2.45 -1.24 -2.09
*
```

The value obtained for the HOMO energy is -8.7763 eV. The structure (SMILES) is C/C=C/[C@H](C)S. The lowest unoccupied orbital energy is 1.0 eV.

---

# 4
2 unconnected molecules or ions with the total composition C4H11N3O2, computed with ωB97M-V/def2-TZVPD.

```
! wB97M-V def2-TZVPD RIJCOSX def2/J DEFGRID3
* xyz 0 1
C -0.03 1.71 2.01
C 1.73 0.44 0.84
N 0.52 0.93 0.92
N 2.05 -0.25 -0.26
N 2.66 0.65 1.78
H -0.14 0.65 0.17
H -0.48 2.61 1.60
H 0.72 2.04 2.71
H 1.37 -0.34 -1.01
H 2.98 -0.60 -0.42
H 2.42 1.16 2.61
H 3.61 0.35 1.68
H -0.83 1.21 2.56
C -2.69 -1.87 -1.02
C -1.66 -0.84 -1.47
O -1.39 0.09 -0.64
O -1.15 -0.94 -2.59
H -2.67 -2.71 -1.72
H -3.70 -1.43 -1.09
H -2.52 -2.22 -0.01
*
```

The value obtained for the HOMO energy is -7.6802 eV. The lowest unoccupied orbital energy is 0.0 eV.

---

# 5
C18H22BrN5O3S in the gas phase, computed with ωB97M-V/def2-TZVPD.

```
! wB97M-V def2-TZVPD RIJCOSX def2/J DEFGRID3
* xyz 0 1
N -2.36 -1.80 -2.35
C -2.83 -0.81 -1.56
N -2.92 0.41 -2.10
C -3.29 1.43 -1.35
C -3.61 1.30 -0.01
Br -4.11 2.81 1.01
C -3.54 0.04 0.58
C -3.13 -1.02 -0.20
S -3.03 -2.63 0.60
O -2.77 -3.63 -0.40
O -4.20 -2.76 1.41
N -1.73 -2.58 1.62
C -0.41 -2.71 1.06
C 0.01 -1.58 0.10
C -0.31 -0.21 0.66
O -0.76 -0.05 1.79
N -0.09 0.85 -0.15
C 0.47 0.81 -1.49
C 1.54 1.92 -1.62
N 2.12 2.19 -0.32
C 2.89 1.16 0.24
C 2.67 0.62 1.50
C 3.49 -0.38 2.00
C 4.55 -0.87 1.25
C 4.78 -0.33 0.00
C 3.97 0.67 -0.50
C 1.13 2.86 0.50
C -0.26 2.19 0.37
H -2.37 -1.63 -3.34
H -2.48 -2.74 -1.99
H -3.34 2.39 -1.85
H -3.80 -0.13 1.61
H -1.80 -1.80 2.26
H 0.29 -2.76 1.90
H -0.39 -3.66 0.52
H -0.49 -1.71 -0.86
H 1.09 -1.66 -0.05
H -0.33 0.95 -2.22
H 0.94 -0.16 -1.66
H 2.31 1.61 -2.32
H 1.10 2.85 -1.98
H 1.84 0.94 2.11
H 3.29 -0.79 2.98
H 5.18 -1.65 1.64
H 5.61 -0.68 -0.60
H 4.19 1.10 -1.47
H 1.47 2.89 1.54
H 1.07 3.90 0.15
H -0.89 2.75 -0.33
H -0.76 2.12 1.33
*
```

The value obtained for the HOMO energy is -8.1394 eV. The structure (SMILES) is Nc1ncc(Br)cc1S(=O)(=O)NCCC(=O)N1CCN(c2ccccc2)CC1. The lowest unoccupied orbital energy is 0.3 eV.

---

# 6
C4H9NO2 in the gas phase, computed with ωB97M-V/def2-TZVPD.

```
! wB97M-V def2-TZVPD RIJCOSX def2/J DEFGRID3
* xyz 0 1
C 1.55 0.32 -0.57
O 1.32 0.00 0.82
C -0.03 0.05 1.48
C -0.87 -0.14 0.28
C -1.10 -1.54 -0.18
N -0.99 0.80 -0.57
O -0.63 2.04 -0.03
H 2.62 0.19 -0.42
H 1.19 -0.39 -1.34
H 1.35 1.35 -0.91
H -0.15 1.02 1.98
H -0.15 -0.76 2.22
H -1.82 -2.06 0.45
H -0.16 -2.12 -0.14
H -1.46 -1.52 -1.21
H -0.90 2.65 -0.73
*
```

The value obtained for the HOMO energy is -9.6257 eV. The structure (SMILES) is COC/C(C)=N\O. The lowest unoccupied orbital energy is 1.0 eV.

---

# 7
C18H28N2O in the gas phase, computed with ωB97M-V/def2-TZVPD.

```
! wB97M-V def2-TZVPD RIJCOSX def2/J DEFGRID3
* xyz 0 1
C -2.57 -2.85 -0.70
C -3.29 -1.63 -0.20
C -4.49 -1.78 0.49
C -5.18 -0.69 0.98
C -4.68 0.59 0.79
C -3.49 0.75 0.10
C -2.78 -0.34 -0.39
C -1.49 -0.06 -1.12
N -0.65 0.81 -0.31
C -0.15 0.17 0.89
C 1.07 -0.72 0.63
N 2.11 0.07 0.01
C 3.43 -0.50 -0.02
C 4.13 -0.75 1.32
C 4.63 -2.10 0.79
C 3.67 -1.98 -0.40
C 1.63 0.56 -1.27
C 0.41 1.48 -1.05
C 0.85 2.76 -0.33
C -0.34 3.66 0.02
O 0.04 4.82 0.72
H -2.47 -2.82 -1.79
H -3.13 -3.74 -0.44
H -1.58 -2.92 -0.27
H -4.88 -2.77 0.65
H -6.11 -0.83 1.51
H -5.21 1.45 1.16
H -3.08 1.74 -0.05
H -1.73 0.48 -2.05
H -0.99 -1.00 -1.40
H -0.96 -0.41 1.33
H 0.13 0.96 1.59
H 1.42 -1.13 1.58
H 0.77 -1.57 -0.01
H 4.04 0.16 -0.65
H 3.44 -0.85 2.16
H 4.90 -0.02 1.60
H 4.48 -2.96 1.44
H 5.68 -2.07 0.49
H 2.78 -2.60 -0.28
H 4.09 -2.16 -1.39
H 2.43 1.14 -1.75
H 1.36 -0.27 -1.94
H 0.01 1.76 -2.03
H 1.39 2.50 0.59
H 1.54 3.30 -0.98
H -0.87 3.93 -0.91
H -1.03 3.13 0.67
H 0.71 5.28 0.21
*
```

The value obtained for the HOMO energy is -7.9841 eV. The structure (SMILES) is Cc1ccccc1CN1CCN(C2CCC2)C[C@@H]1CCO. The lowest unoccupied orbital energy is 0.8 eV.

---

# 8
C9H10N4S in the gas phase, computed with ωB97M-V/def2-TZVPD.

```
! wB97M-V def2-TZVPD RIJCOSX def2/J DEFGRID3
* xyz 0 1
C 0.05 3.55 0.03
N -0.76 2.32 -0.11
C -0.27 1.09 0.07
N 1.06 1.02 0.17
C 1.62 -0.22 0.05
S 3.37 -0.17 0.02
C 3.82 -1.93 -0.05
N 0.99 -1.35 0.00
C -0.36 -1.28 0.06
N -1.06 -2.47 0.01
C -2.38 -2.42 0.04
C -3.16 -1.25 0.02
C -2.49 -0.06 0.05
C -1.09 -0.06 0.06
H -0.57 4.39 -0.20
H 0.86 3.50 -0.70
H 0.53 3.57 1.03
H -1.83 2.45 -0.34
H 4.94 -1.86 -0.14
H 3.36 -2.47 -0.88
H 3.59 -2.43 0.94
H -2.85 -3.39 -0.06
H -4.26 -1.38 -0.04
H -3.12 0.85 -0.04
*
```

The value obtained for the HOMO energy is -8.2991 eV. The structure (SMILES) is CNc1nc(SC)nc2ncccc12. The lowest unoccupied orbital energy is 0.2 eV.